Entry 1:
# H6O2S2

A cluster of 3 separate species, H6O2S2 in total (ωB97M-V with the def2-TZVPD basis set, the Open Molecules 2025 dataset).

XYZ file:
```
10
Properties=species:S:1:pos:R:3
S -0.909 0.249 -0.413
S -1.388 -0.892 1.081
O 2.483 2.153 -1.081
O 1.194 -1.085 -0.122
H -0.519 -1.333 1.980
H 1.510 2.210 -1.356
H 2.935 1.783 -1.796
H -0.178 1.346 -0.139
H 2.021 -0.610 -0.307
H 1.560 -1.649 0.547
```

Its charge is 0. The gap between HOMO and LUMO comes out at 0.3094 Eh. The value obtained for the energy relative to the best compared isomer or geometry (same formula, charge and spin) is 1.8624 eV. Its SMILES is SS.O.O.

***

Entry 2:
# C32H44N7O2PPtSTe

A structure of composition C32H44N7O2PPtSTe (ωB97M-V with the def2-TZVPD basis set, the Open Molecules 2025 dataset).

XYZ file:
```
89
Properties=species:S:1:pos:R:3
Pt 0.382 0.991 -0.571
Te -2.673 2.081 0.618
S 0.087 0.953 -2.980
P 0.469 0.398 1.732
O -1.450 4.975 -1.796
O -1.942 2.904 -1.449
N 0.144 3.461 -1.273
N -1.106 3.831 -1.555
N 1.561 -1.104 -0.632
N 1.178 5.349 -2.268
N 2.368 3.641 -1.261
N 2.373 2.483 -0.472
N -1.624 -1.194 -2.340
C -5.795 -0.529 -0.582
C -7.163 -0.439 -0.377
C 4.022 -2.709 4.202
C -0.914 -0.307 -2.587
C 0.177 -3.648 -1.098
C 2.597 -1.230 -2.816
C 3.024 -2.589 0.563
C 1.197 4.199 -1.611
C 2.716 -1.845 -4.045
C -1.224 -1.772 1.579
C 2.347 2.127 2.979
C 2.076 -1.525 0.526
C -0.934 -0.866 3.914
C 2.001 -2.999 -4.362
C -3.513 0.528 -0.566
C -1.008 -0.523 2.431
C -5.553 1.762 0.136
C 1.746 -1.785 -1.834
C -0.088 2.716 3.132
C 3.344 -2.295 2.940
C 3.435 -0.027 -2.482
C 1.213 -3.563 -3.363
C 1.764 -0.875 1.756
C -4.994 0.574 -0.323
C 3.629 -2.955 1.733
C 2.402 -1.260 2.918
C -6.922 1.845 0.346
C 0.923 1.569 3.098
C 1.077 -3.000 -2.107
C -4.636 2.933 0.356
C 2.074 -3.602 -5.727
C -7.723 0.741 0.088
H -8.787 0.802 0.265
H 0.281 5.758 -2.490
H -4.909 3.543 1.215
H -0.433 -2.502 1.759
H 3.227 4.137 -1.447
H 0.695 -3.852 -0.159
H -3.085 -0.445 -0.348
H -1.091 2.360 3.373
H -4.581 3.570 -0.531
H 2.337 3.060 2.411
H 1.825 -4.661 -5.708
H 5.102 -2.758 4.062
H -0.121 3.219 2.161
H 2.733 2.363 3.969
H -7.791 -1.300 -0.565
H 2.828 0.880 -2.559
H 3.826 -0.099 -1.464
H -1.213 -1.519 0.517
H 0.671 -4.475 -3.582
H 0.845 1.001 4.027
H 4.352 -3.760 1.734
H 2.186 -0.757 3.852
H -0.206 -4.586 -1.492
H -0.018 -1.405 4.161
H 3.057 -3.467 -6.176
H 3.703 -3.713 4.491
H 3.387 -1.417 -4.780
H -2.178 -2.243 1.817
H 3.112 1.860 -0.781
H -1.014 0.018 4.545
H 2.019 5.815 -2.571
H 3.803 -2.032 5.024
H 3.036 1.427 2.504
H 3.270 -3.084 -0.368
H -1.775 -1.513 4.166
H 0.199 3.451 3.884
H -0.672 -2.999 -0.891
H 1.350 -3.109 -6.381
H 4.271 0.059 -3.173
H -3.268 0.786 -1.598
H -1.867 0.136 2.281
H 2.533 2.718 0.503
H -5.347 -1.446 -0.941
H -7.361 2.763 0.713
```

As for the spin multiplicity: 5. Its charge is +2. The gap between HOMO and LUMO (spin up / spin down) comes out at 0.2510 / 0.2064 Eh.

***

Entry 3:
# C45H72N3O10S2

A cluster of 3 separate species, C45H72N3O10S2 in total (ωB97M-V with the def2-TZVPD basis set, the Open Molecules 2025 dataset).

XYZ file:
```
132
Properties=species:S:1:pos:R:3
S 5.414 4.942 -0.182
S 3.699 2.908 -1.535
O 7.507 -2.362 -3.557
O -8.269 1.962 1.032
O -5.538 -3.801 1.248
O -3.677 -3.934 -1.197
O -7.218 3.230 3.642
O 7.752 -0.218 -2.967
O 2.628 0.677 -4.745
O 0.225 -1.054 -1.091
O -10.523 2.819 2.968
O -4.521 -6.657 0.627
N 11.776 -2.804 -2.704
N 5.111 2.394 0.831
N 2.732 -0.206 -2.524
C 6.157 0.131 1.015
C -4.127 -3.638 1.148
C 3.433 2.552 3.451
C -1.554 0.544 -0.514
C -10.408 1.631 2.197
C 1.946 5.042 -2.298
C 9.929 -1.941 -4.209
C -4.057 -7.717 1.437
C 1.200 -1.827 -0.385
C -5.826 -6.230 0.998
C 2.120 3.827 -1.285
C -8.950 1.232 2.053
C -3.719 -3.326 -2.472
C 10.793 -3.323 -1.920
C -2.340 0.647 -1.755
C -0.022 0.231 -0.489
C 3.376 -0.839 -1.468
C -2.275 0.746 0.739
C -4.537 1.069 -0.530
C -7.947 3.316 1.342
C -3.760 1.010 0.743
C -6.105 -4.840 0.451
C 3.352 0.072 -3.723
C -11.769 3.457 2.783
C 4.797 -1.195 -1.613
C 9.350 -3.211 -2.114
C 5.645 -1.900 -0.513
C -3.692 -2.974 -0.148
C 4.743 -0.236 -3.968
C -6.781 3.445 2.307
C 2.290 2.103 2.462
C 11.318 -2.145 -3.805
C 7.000 -1.147 -3.133
C -6.149 2.902 4.505
C 2.046 4.436 -3.774
C 0.642 -2.317 1.027
C 4.375 3.696 2.851
C 4.826 3.410 -0.147
C 2.581 -1.107 -0.169
C 5.582 2.945 2.116
C 6.096 1.482 0.197
C -3.783 0.900 -1.789
C 6.787 -1.001 0.104
C 8.895 -2.488 -3.313
C 5.501 -0.866 -2.884
H -5.644 1.232 -0.582
H -4.649 -2.761 -2.595
H 6.856 0.261 1.891
H -4.376 -2.152 -0.389
H 3.124 4.305 -4.072
H 11.128 -3.905 -1.020
H 1.358 -3.043 1.488
H 1.987 4.160 -0.223
H 4.812 4.293 3.695
H -7.185 -4.675 0.490
H 1.261 3.122 -1.497
H -3.855 -2.972 1.972
H -4.346 0.947 -2.754
H 1.580 2.954 2.288
H 8.565 -3.647 -1.455
H 2.503 -0.122 0.383
H -5.408 3.707 4.527
H -3.984 -7.397 2.482
H 5.777 1.211 -0.848
H 0.983 5.587 -2.141
H -6.366 4.459 2.254
H -7.646 3.765 0.391
H 6.158 -2.777 -1.014
H 2.822 5.720 -2.110
H -5.804 -4.747 -0.593
H 9.669 -1.377 -5.131
H 12.098 -1.703 -4.481
H 2.691 1.784 1.459
H -4.321 1.153 1.695
H -10.954 0.837 2.723
H 7.380 -1.673 0.794
H -3.607 -4.583 1.315
H 1.600 5.190 -4.475
H 2.405 -0.077 -5.335
H 4.023 1.622 3.705
H 7.524 -0.597 -0.632
H 2.954 2.874 4.422
H -6.544 -6.942 0.572
H -11.791 4.349 3.408
H -1.776 0.716 1.738
H -4.720 -8.585 1.356
H -5.678 1.964 4.189
H 0.592 -1.427 1.724
H -8.917 0.188 1.729
H 1.474 3.470 -3.796
H 5.893 2.138 2.840
H -8.824 3.863 1.689
H -2.674 -2.577 -0.035
H -8.416 1.291 3.002
H -5.927 -6.222 2.089
H -10.849 1.778 1.204
H -3.692 -4.114 -3.225
H 1.740 1.209 2.875
H 5.250 0.007 -4.927
H -6.002 2.720 2.041
H 1.749 0.095 -2.473
H 5.148 -0.183 1.385
H -11.891 3.763 1.738
H 3.183 -1.765 0.519
H -1.774 0.521 -2.712
H 1.397 -2.778 -0.962
H -12.591 2.796 3.078
H -3.063 -7.999 1.092
H 7.132 1.914 0.133
H -2.856 -2.667 -2.615
H -6.552 2.763 5.508
H 0.470 1.039 -1.122
H 3.781 4.337 2.156
H 6.493 3.611 2.018
H 0.384 0.355 0.545
H -0.402 -2.721 0.926
H 5.062 -2.334 0.333
```

Its charge is +1. The gap between HOMO and LUMO comes out at 0.2312 Eh.

***

Entry 4:
# C3H3NO2

The ion C3H3NO2 with charge -2 (ωB97M-V with the def2-TZVPD basis set, the Open Molecules 2025 dataset).

XYZ file:
```
9
Properties=species:S:1:pos:R:3
O 1.360 -1.711 0.394
O 2.428 0.201 0.755
N 1.332 -0.381 0.464
C 0.252 0.211 0.260
C -0.718 1.289 -0.084
C -1.085 -0.154 -0.229
H -0.527 2.000 -0.912
H -1.865 -0.747 0.484
H -1.176 -0.707 -1.131
```

Its charge is -2. The gap between HOMO and LUMO comes out at 0.1763 Eh. The value obtained for the energy relative to the best compared isomer or geometry (same formula, charge and spin) is 1.6295 eV. Its SMILES is [O-]N([O-])C1=CC1.

***

Entry 5:
# C37H44BCl3IrN7OS8

A structure of composition C37H44BCl3IrN7OS8 (ωB97M-V with the def2-TZVPD basis set, the Open Molecules 2025 dataset).

XYZ file:
```
102
Properties=species:S:1:pos:R:3
Ir -0.052 0.159 -0.327
Cl 6.539 3.943 -0.992
Cl 3.337 -0.035 0.707
Cl 1.201 4.705 -0.829
S -2.253 -1.699 -0.307
S -1.025 0.098 -4.731
S 1.086 -0.999 -6.269
S 3.290 0.316 -4.780
S 0.693 1.437 -2.691
S 0.078 -0.341 2.253
S -1.769 1.990 -0.075
S -1.723 -1.650 -7.041
O 1.127 1.990 0.228
N -2.162 1.073 2.894
N -4.266 1.265 -1.022
N 0.709 -1.391 -1.182
N -1.993 -3.310 1.896
N -2.846 -1.352 2.339
N -3.865 0.589 1.008
N -0.339 2.116 3.470
C 3.491 1.589 0.098
C 1.269 3.886 2.998
C -0.813 0.980 2.900
C -0.346 -2.658 -2.937
C 4.764 2.053 -0.183
C 0.671 -2.466 -1.973
C 2.328 2.371 -0.050
C -3.013 2.613 -2.770
C -4.344 0.597 -3.361
C 1.675 -4.558 -2.689
C -2.716 -2.031 3.530
C 1.682 -3.452 -1.864
C 0.677 -4.717 -3.649
C -4.254 1.802 -2.423
C -1.252 -4.459 1.289
C -2.529 2.278 3.447
C -1.597 -5.719 2.098
C 0.577 0.472 -4.117
C 0.236 -4.129 1.396
C -1.615 -4.724 -0.171
C 4.931 3.345 -0.643
C 2.120 1.582 3.374
C 3.723 -0.523 -3.241
C 1.051 2.586 3.774
C -2.170 -3.229 3.270
C -1.409 2.932 3.793
C -5.477 2.710 -2.576
C -0.612 -0.893 -6.071
C 1.136 2.817 5.284
C -0.331 -3.760 -3.765
C 2.576 3.679 -0.539
C -2.397 -2.138 1.332
C -5.126 0.158 0.668
C 3.835 4.168 -0.825
C 1.570 -0.017 -4.906
C -3.335 1.267 -0.033
C -5.378 0.565 -0.585
B -3.280 0.133 2.368
H -1.261 -3.946 -0.838
H 3.032 -0.222 -2.457
H 0.696 4.717 3.414
H 0.686 -5.578 -4.305
H 2.460 -5.300 -2.597
H 5.616 1.404 -0.039
H -1.104 -3.873 -4.515
H -2.666 -5.766 2.312
H 3.083 2.035 3.618
H -4.303 0.935 -4.397
H 2.460 -3.304 -1.125
H -2.920 3.507 -2.154
H -6.243 0.411 -1.200
H 0.978 3.745 1.958
H -1.142 -5.666 -0.453
H -6.417 2.171 -2.460
H -5.724 -0.424 1.346
H 0.512 -3.898 2.427
H -2.994 -1.581 4.466
H -1.129 -1.916 -3.006
H 3.952 5.175 -1.201
H -1.328 -6.599 1.516
H 0.830 -4.979 1.053
H -1.282 3.904 4.229
H -4.184 0.211 3.175
H -2.088 2.051 -2.669
H 2.088 1.369 2.311
H 2.140 3.160 5.534
H -5.444 3.515 -1.840
H 0.427 3.569 5.630
H -5.465 3.153 -3.572
H 3.716 -1.602 -3.374
H 0.469 -3.262 0.775
H -5.268 0.034 -3.221
H 4.725 -0.185 -2.980
H -1.895 -4.022 3.936
H -3.122 2.914 -3.814
H 2.325 4.155 3.028
H 0.944 1.886 5.821
H 2.025 0.641 3.914
H -1.050 -5.770 3.041
H -3.504 -0.075 -3.189
H -3.561 2.571 3.522
H -2.694 -4.817 -0.308
```

As for the spin multiplicity: 6. Its charge is -1. The gap between HOMO and LUMO (spin up / spin down) comes out at 0.2169 / 0.2205 Eh. The value obtained for the energy relative to the best compared isomer or geometry (same formula, charge and spin) is 0.0000 eV.

***

Entry 6:
# C3H5NO2

A cluster of 2 separate species, C3H5NO2 in total (ωB97M-V with the def2-TZVPD basis set, the Open Molecules 2025 dataset).

XYZ file:
```
11
Properties=species:S:1:pos:R:3
O 0.285 0.340 -0.930
O -2.358 1.848 -1.587
N 2.520 -0.851 1.471
C 1.597 -0.557 0.832
C -0.826 -1.081 0.701
C 0.291 -0.314 0.081
H -0.673 -2.111 0.340
H -1.473 1.552 -1.338
H -1.791 -0.816 0.275
H -0.891 -0.969 1.789
H -2.604 2.513 -0.912
```

Its charge is 0. The gap between HOMO and LUMO comes out at 0.3980 Eh. The value obtained for the energy relative to the best compared isomer or geometry (same formula, charge and spin) is 1.5569 eV. Its SMILES is CC(=O)C#N.O.

***

Number 1: F_max 3.67 eV/Å. Number 2: F_max 1.52 eV/Å. Number 3: F_max 3.80 eV/Å. Number 4: F_max 4.78 eV/Å. Number 5: F_max 0.65 eV/Å. Number 6: F_max 1.49 eV/Å.